(1)
Formula: C4BF17Hf2O12S4
Source: the OMol25 dataset
Level of theory: ωB97M-V with the def2-TZVPD basis set

Output
Kohn-Sham gap (spin up / spin down) in eV: 6.4 / 7.3
Total charge: +1
Highest occupied orbital energy (spin up / spin down) in Eh: -0.5095 / -0.5273
Spin multiplicity: 2

Geometry as XYZ:
```
40
Properties=species:S:1:pos:R:3:forces:R:3
Hf 0.283 -0.901 0.594 -3.42 4.16 -0.77
Hf 0.477 3.004 -1.867 1.39 -8.59 2.62
C 2.006 2.996 2.401 -0.78 -0.32 -1.05
F 0.709 3.191 2.163 -0.45 0.83 -0.89
F 2.663 4.115 2.552 0.15 0.47 -0.83
F 2.050 2.349 3.495 0.82 -1.66 1.68
S 2.675 1.936 0.939 3.77 -1.02 0.93
O 2.013 0.619 0.987 -0.39 -1.07 0.63
O 2.195 2.501 -0.347 -1.32 2.98 -1.82
O 4.138 1.942 1.123 -3.89 0.09 -0.57
C 2.738 -1.181 -3.820 -0.54 -0.20 -0.75
F 1.555 -1.703 -4.226 1.69 0.43 0.52
F 3.620 -2.132 -3.465 -1.26 1.10 -0.58
F 3.241 -0.387 -4.790 -0.50 -1.00 1.22
S 2.453 -0.108 -2.291 4.10 2.38 2.59
O 1.773 1.153 -2.673 -0.44 1.22 -1.06
O 1.565 -0.774 -1.346 -1.56 -2.24 1.63
O 3.787 0.098 -1.703 -2.57 -0.52 -1.83
C -3.342 0.095 -2.555 -0.14 -0.58 -0.49
F -3.645 0.375 -1.261 0.11 0.01 -2.37
F -4.006 -1.005 -3.019 1.35 1.70 1.30
F -3.626 1.101 -3.424 0.13 -0.67 1.48
S -1.416 -0.132 -2.679 0.02 -2.05 -0.82
O -1.003 -0.841 -1.443 -0.18 0.19 0.53
O -1.143 -0.869 -3.895 -0.53 1.23 1.63
O -0.879 1.260 -2.714 0.18 2.51 0.25
C -3.458 -2.094 3.019 0.28 -1.13 -0.30
F -4.312 -1.152 3.218 -1.04 0.87 -0.29
F -2.551 -2.035 3.963 0.63 -0.19 -0.52
F -4.057 -3.297 3.050 0.73 1.09 -0.63
S -2.651 -1.707 1.216 -2.19 2.22 -3.23
O -3.572 -1.876 0.075 1.14 -0.12 3.55
O -1.990 -0.352 1.256 -0.46 0.91 0.18
O -1.413 -2.434 1.055 4.03 -3.52 -0.54
B 0.659 -0.569 3.383 0.75 0.79 5.19
F 0.095 -0.677 4.666 0.26 0.40 -1.77
F -0.038 0.304 2.539 0.05 1.46 -1.22
F 2.005 -0.445 3.421 0.78 1.19 0.19
F 0.506 -1.721 2.674 -0.72 -4.00 -3.48
F -0.104 1.352 -0.270 0.02 0.63 -0.35
```
Positions in Å, forces in eV/Å.



(2)
Formula: C5H6NS
Source: the OMol25 dataset
Level of theory: ωB97M-V with the def2-TZVPD basis set

Output
Kohn-Sham gap in eV: 8.0
Relative energy (zero: lowest compared OMol25 entry of this formula, charge and spin) in kJ/mol: 321.8
SMILES: CC1=CS[N+]2=C[C@H]12
Total charge: +1
Highest occupied orbital energy in Eh: -0.5066

Geometry as XYZ:
```
13
Properties=species:S:1:pos:R:3:forces:R:3
C -1.697 0.549 0.025 -0.68 -0.40 -0.73
C -0.238 0.293 0.050 0.77 3.43 0.43
C 0.720 1.283 -0.127 0.00 -2.69 0.27
S 2.383 0.728 0.035 0.54 0.91 -0.53
N 1.761 -0.785 0.143 0.35 -1.54 1.72
C 1.109 -1.696 -0.434 -1.11 1.14 0.65
C 0.334 -0.913 0.594 0.10 -1.31 -0.91
H -2.132 -0.421 -0.316 -0.22 0.92 0.15
H -1.807 1.312 -0.793 -0.70 -0.57 1.15
H -2.170 0.803 1.024 0.68 0.00 -1.26
H 0.762 2.322 -0.321 -0.98 0.97 -0.16
H 1.067 -2.145 -1.390 0.41 -0.76 -0.74
H -0.093 -1.329 1.511 0.82 -0.12 -0.04
```
Positions in Å, forces in eV/Å.



(3)
Formula: C5H5Cl2NO2S
Source: the OMol25 dataset
Level of theory: ωB97M-V with the def2-TZVPD basis set

Output
Kohn-Sham gap in eV: 9.8
Relative energy (zero: lowest compared OMol25 entry of this formula, charge and spin) in kJ/mol: 0.0
SMILES: CCN1C(=O)C(=O)SC1(Cl)Cl
Total charge: 0
Highest occupied orbital energy in Eh: -0.3807

Geometry as XYZ:
```
16
Properties=species:S:1:pos:R:3:forces:R:3
C 2.056 0.223 0.682 -1.24 2.86 1.30
C 1.233 0.334 -0.606 -2.52 -3.86 -1.58
N -0.242 -0.030 -0.322 -1.45 0.25 0.53
C -0.784 -1.301 -0.279 3.32 -2.12 -0.35
O -0.159 -2.345 -0.455 -0.57 1.79 -0.07
C -2.205 -1.414 0.170 -0.30 1.55 0.31
O -2.756 -2.433 0.385 -0.58 -0.41 0.02
S -2.799 0.262 0.434 -0.55 -0.87 0.26
C -1.244 0.957 -0.073 0.85 1.08 -0.63
Cl -0.729 2.184 1.143 0.00 -0.18 0.03
Cl -1.605 1.976 -1.570 0.34 -0.31 0.05
H 1.560 0.974 1.497 1.26 -1.89 -1.92
H 2.149 -0.762 1.168 -0.16 0.31 -0.76
H 3.014 0.674 0.439 0.37 -0.30 0.28
H 1.096 1.240 -1.209 0.87 0.18 0.73
H 1.416 -0.541 -1.404 0.37 1.94 1.80
```
Positions in Å, forces in eV/Å.



(4)
Formula: C2H5NO4
Source: the OMol25 dataset
Level of theory: ωB97M-V with the def2-TZVPD basis set

Output
Kohn-Sham gap in eV: 11.2
Relative energy (zero: lowest compared OMol25 entry of this formula, charge and spin) in kJ/mol: 177.7
SMILES: O=CNC(=O)O.O
Total charge: 0
Highest occupied orbital energy in Eh: -0.3973

Geometry as XYZ:
```
12
Properties=species:S:1:pos:R:3:forces:R:3
O 0.284 -1.330 -1.538 -2.81 0.73 1.52
C -0.738 -1.172 -0.826 1.32 0.33 -0.03
N -0.901 -0.099 0.045 1.95 1.87 -2.46
C -0.210 1.177 -0.176 -2.26 2.52 2.98
O -0.549 2.099 0.630 1.44 -3.22 -2.51
O 0.610 1.448 -1.182 0.34 -3.48 -1.24
H -1.644 -1.817 -0.817 0.80 -0.20 -0.13
H -1.456 0.029 0.888 -0.27 -0.75 -0.56
H 0.855 0.567 -1.742 -0.99 2.24 1.95
O 1.069 -0.581 1.760 -0.17 1.36 0.68
H 0.918 0.406 1.851 0.61 -1.70 -0.22
H 1.761 -0.728 1.108 0.05 0.30 0.03
```
Positions in Å, forces in eV/Å.



(5)
Formula: C4H10N2O
Source: the OMol25 dataset
Level of theory: ωB97M-V with the def2-TZVPD basis set

Output
Kohn-Sham gap in eV: 9.7
Relative energy (zero: lowest compared OMol25 entry of this formula, charge and spin) in kJ/mol: 104.8
SMILES: CNC(=O)N(C)C
Total charge: 0
Highest occupied orbital energy in Eh: -0.3262

Geometry as XYZ:
```
17
Properties=species:S:1:pos:R:3:forces:R:3
C -2.393 -0.941 0.255 -0.10 -0.18 0.38
N -1.064 -0.948 -0.292 0.18 -0.40 -0.81
C -0.474 0.226 -0.673 0.24 0.56 0.63
O -1.125 1.155 -1.141 0.58 -0.36 0.34
N 0.877 0.341 -0.359 0.00 -0.08 -0.73
C 1.370 1.708 -0.349 -0.16 0.19 -0.25
C 1.607 -0.601 0.476 -0.43 0.21 -0.05
H -2.870 -1.902 0.059 -0.15 0.16 0.01
H -2.993 -0.120 -0.145 0.23 -0.23 -0.11
H -2.286 -0.803 1.336 -0.50 -0.04 0.08
H -0.510 -1.781 -0.198 -0.10 0.20 0.24
H 0.747 2.308 0.324 0.18 0.14 -0.14
H 2.407 1.747 -0.006 -0.16 -0.17 -0.10
H 1.305 2.126 -1.358 0.03 0.10 0.25
H 2.678 -0.499 0.284 -0.19 0.00 0.05
H 1.392 -0.380 1.525 0.22 -0.25 0.18
H 1.332 -1.636 0.264 0.13 0.15 0.03
```
Positions in Å, forces in eV/Å.



(6)
Formula: C3H5NO2
Source: the OMol25 dataset
Level of theory: ωB97M-V with the def2-TZVPD basis set

Output
Kohn-Sham gap in eV: 8.5
Relative energy (zero: lowest compared OMol25 entry of this formula, charge and spin) in kJ/mol: 340.1
Total charge: 0
Highest occupied orbital energy in Eh: -0.2898

Geometry as XYZ:
```
11
Properties=species:S:1:pos:R:3:forces:R:3
O 0.645 1.647 -0.939 -0.02 0.35 0.24
C 0.113 0.633 -0.169 -0.33 -0.35 -0.44
C -1.166 -0.143 -0.351 -0.49 0.07 -0.45
N -0.353 -1.390 -0.080 0.08 -0.19 0.16
C 0.690 -0.534 0.199 -0.34 0.40 0.18
O 1.822 -0.708 0.895 -0.02 0.27 -0.04
H 0.660 2.482 -0.464 -0.15 0.00 0.05
H 1.753 0.217 1.214 1.47 -0.61 0.54
H -1.910 -0.011 0.447 0.09 0.01 -0.31
H -1.608 -0.099 -1.342 -0.20 -0.23 -0.10
H -0.646 -2.094 0.592 -0.09 0.28 0.18
```
Positions in Å, forces in eV/Å.



| no. | maximum force (Eh/bohr) |
| --- | --- |
| 1 | 0.177 |
| 2 | 0.069 |
| 3 | 0.095 |
| 4 | 0.088 |
| 5 | 0.018 |
| 6 | 0.033 |